Entry from the Open Molecules 2025 dataset: a 2-piece molecular cluster, C6H10IO2P overall in a non-equilibrium geometry (ωB97M-V with the def2-TZVPD basis set).

- total charge = 0
- ΔE to the lowest compared entry with this formula, charge and spin (kJ/mol) = 100.3
- frontier orbital gap (eV) = 8.07

Structure (XYZ):
```
20
Properties=species:S:1:pos:R:3:forces:R:3
C -0.207700 -1.247791 1.986955 0.284 0.578 -0.478
C -1.289056 1.695071 0.969048 -0.723 0.151 0.763
C -0.147578 -0.514979 0.834019 0.228 -1.666 1.624
C -0.270059 0.930876 0.642779 1.206 0.717 0.251
C 0.409749 -2.247601 -0.686688 -1.199 -1.945 -0.110
C 0.819306 2.582206 -0.694460 2.678 -1.862 -1.350
O 0.052923 -0.946228 -0.408247 -0.297 0.272 -0.897
O 0.879758 1.369554 -0.064054 -1.115 -0.408 0.749
P 2.108882 1.955308 -2.709781 -1.719 4.028 0.536
I 1.870963 4.038953 0.520363 -0.270 -0.142 -0.628
H -0.203993 -2.361772 2.148161 0.167 1.455 -0.721
H -0.149772 -0.652265 2.898410 -0.422 -0.193 -0.190
H -1.331940 2.715618 0.684985 0.179 0.852 -0.111
H -2.130674 1.415431 1.605653 0.413 -0.561 -0.456
H 1.492902 -2.399798 -0.614991 -0.149 -0.010 0.130
H 0.067157 -2.396814 -1.747940 0.456 -0.258 1.094
H -0.152620 -2.952461 0.025126 0.906 0.652 -1.238
H -0.188460 2.832349 -0.824376 -1.149 1.021 -0.798
H 1.482306 0.860270 -3.219393 -1.038 -1.102 -0.032
H 2.767074 1.300286 -1.789499 1.565 -1.577 1.862
```
Forces are in eV/Å.

Atom-resolved charges from Löwdin, all expressed in e: atom 1 (C): 0.0856, atom 2 (C): 0.0982, atom 3 (C): -0.3362, atom 4 (C): -0.2796, atom 5 (C): -0.0815, atom 6 (C): -0.7794, atom 7 (O): -0.1040, atom 8 (O): -0.2596, atom 9 (P): 0.7938, atom 10 (I): 0.7204, atom 11 (H): 0.0729, atom 12 (H): 0.0611, atom 13 (H): 0.0442, atom 14 (H): 0.0895, atom 15 (H): 0.0986, atom 16 (H): 0.1095, atom 17 (H): 0.1050, atom 18 (H): -0.0053, atom 19 (H): -0.2078, atom 20 (H): -0.2256

=====

Entry from the Open Molecules 2025 dataset: C3H3N5 as an isolated structure in a non-equilibrium geometry (ωB97M-V with the def2-TZVPD basis set).

- total charge = 0
- ΔE to the lowest compared entry with this formula, charge and spin (kJ/mol) = 220.6
- frontier orbital gap (eV) = 11.50

Structure (XYZ):
```
11
Properties=species:S:1:pos:R:3:forces:R:3
C -2.013108 -0.414518 0.036880 -0.556 2.188 2.396
C 1.486568 0.135105 -0.238796 -1.297 -5.301 0.869
C 2.871635 -0.182686 -0.041733 -0.140 0.307 -0.589
H -1.954452 -1.250146 0.832755 -0.152 1.130 -1.861
H -2.287384 -0.696863 -1.024519 -0.138 0.263 1.669
H -2.800146 0.514967 0.662093 2.737 -2.867 -2.592
N -0.573725 0.128149 -0.065793 -1.944 -2.694 0.211
N -0.211949 1.362944 -0.009064 -0.434 0.382 0.004
N 1.076589 1.310105 -0.094647 0.408 5.884 0.125
N 0.401191 -0.748631 -0.183691 1.365 1.118 -0.291
N 4.004778 -0.158425 0.126512 0.152 -0.409 0.058
```
Forces are in eV/Å.

Atom-resolved charges from Löwdin, all expressed in e: atom 1 (C): -0.0065, atom 2 (C): -0.3786, atom 3 (C): -0.1444, atom 4 (H): 0.0879, atom 5 (H): 0.0828, atom 6 (H): 0.1829, atom 7 (N): -0.2718, atom 8 (N): 0.0693, atom 9 (N): 0.0495, atom 10 (N): 0.1591, atom 11 (N): 0.1699

=====

Entry from the Open Molecules 2025 dataset: a 2-piece molecular cluster, C22H29ClF3IN2O7PS overall in a non-equilibrium geometry (ωB97M-V with the def2-TZVPD basis set).

- total charge = +1
- frontier orbital gap (eV) = 5.15

Structure (XYZ):
```
67
Properties=species:S:1:pos:R:3:forces:R:3
C -0.874582 -1.609716 3.570972 0.265 0.382 0.253
C -0.113044 -1.173293 2.146846 -0.178 -0.556 1.096
P -0.954952 0.514937 1.659069 -0.622 -1.577 1.416
C -2.780624 -0.068349 1.315604 -0.519 -0.733 0.521
C -0.151238 1.319827 0.135703 0.034 -0.402 -4.575
N -0.489406 2.772999 0.224915 2.434 2.488 3.911
C -1.357017 3.167477 1.385717 -8.555 0.775 1.973
O -2.706512 3.287357 1.241168 9.956 -0.976 0.704
F -0.859042 3.568146 2.756050 -0.691 -1.161 -4.894
C 0.671480 3.718915 0.224619 3.137 5.454 -6.988
O 0.867612 4.443546 -0.912463 -1.323 -5.373 8.502
F 1.662368 3.945441 1.304704 -3.765 -1.430 -3.010
C -0.721724 0.968324 -1.394478 -0.089 -1.596 -1.040
C -2.281288 1.279169 -1.760635 -0.828 1.168 -0.820
C -2.269871 2.598653 -2.791072 -0.447 0.124 0.722
C -2.097377 2.194393 -4.367671 0.151 0.591 0.366
Cl -3.111926 3.424581 -5.384564 1.017 -1.105 0.913
C -0.090835 -0.535100 -1.506769 2.028 3.171 3.125
S -1.006723 -1.780993 -2.531813 -0.211 -3.720 -8.786
C -2.649167 -2.372196 -1.828861 -1.416 -0.733 0.562
O -1.375021 -1.055983 -3.886524 1.247 -1.049 5.723
O -0.224992 -3.046460 -2.951557 -1.830 4.004 3.110
N 1.094907 -0.567650 -0.776713 -3.654 -0.722 -2.239
I 2.244863 -2.323045 -0.632917 -0.196 0.803 -0.002
C 1.400490 0.821325 -0.183271 -0.319 1.553 1.030
F 2.157589 1.421730 -1.301062 -1.959 -1.037 3.263
O 2.028552 0.957077 1.116691 1.575 -1.085 -3.664
C 3.440687 0.613983 1.175112 4.275 -6.044 3.922
O 3.757897 -0.488064 1.914654 -2.772 7.470 -4.835
C 4.720063 1.413375 0.540134 3.412 3.038 -1.620
C 5.572537 2.533024 1.443622 1.207 -0.756 -3.437
C 6.906477 3.284069 0.774919 -1.396 -2.496 -2.203
C 7.462498 2.980684 -0.750855 -4.034 -2.349 1.606
C 6.604655 1.893392 -1.651000 -0.976 0.744 3.981
C 5.297585 1.158267 -0.989829 0.966 1.541 1.548
H -0.134843 -2.278583 4.222880 -1.728 1.264 -1.676
H -1.862328 -2.182851 3.302714 2.207 1.223 0.822
H -1.079312 -0.650438 4.251661 0.339 -1.985 -1.644
H -0.295674 -2.017461 1.356038 0.500 1.502 1.455
H 1.017896 -1.045180 2.441982 -2.192 -0.084 -1.085
H -2.837456 -0.966587 0.568234 -0.036 1.836 1.271
H -3.509000 0.815090 1.078149 1.603 -1.714 0.253
H -3.140187 -0.503981 2.367607 1.014 0.982 -2.217
H -0.174188 1.513736 -2.306110 -0.505 -0.894 2.344
H -2.851890 0.431524 -2.329805 1.397 1.422 1.157
H -2.958800 1.620784 -0.869961 1.757 -0.861 -1.370
H -3.274559 3.214338 -2.611694 2.154 -1.543 -0.581
H -1.402176 3.312301 -2.425152 -1.699 -1.374 -0.926
H -0.981206 2.381318 -4.680179 -2.329 -0.707 0.383
H -2.522787 1.145799 -4.667428 1.091 2.089 0.790
H -2.466661 -3.213527 -1.033729 -0.164 1.907 -1.310
H -3.361470 -1.510040 -1.481116 1.738 -1.572 -0.492
H -3.211395 -2.905219 -2.737218 1.836 1.345 1.532
H 5.281740 2.802601 2.568792 0.637 -0.738 -2.862
H 7.532905 4.046351 1.417584 -1.608 -1.766 -1.305
H 8.432234 3.498551 -1.194243 -2.392 -1.187 1.168
H 6.942634 1.598024 -2.757178 -0.926 0.730 2.829
H 4.701844 0.356258 -1.637741 1.538 1.984 1.459
C -3.756753 -5.857611 1.819273 -0.092 -0.122 -0.177
C -2.379862 -5.342709 2.184427 -0.360 -0.298 0.160
O -2.490308 -4.095939 2.855092 -0.141 0.173 0.252
H -4.277418 -5.140637 1.175999 0.103 -0.095 0.022
H -3.688849 -6.816175 1.297352 -0.084 0.069 0.080
H -4.372304 -5.986776 2.715494 0.101 -0.100 -0.075
H -1.775527 -5.194196 1.284698 0.019 0.139 0.172
H -1.857718 -6.048122 2.838196 0.043 -0.096 -0.183
H -3.021499 -4.240487 3.656942 0.257 0.064 -0.379
```
Forces are in eV/Å.

Atom-resolved charges from Löwdin, all expressed in e: atom 1 (C): -0.1738, atom 2 (C): -0.3832, atom 3 (P): 1.0734, atom 4 (C): -0.2377, atom 5 (C): -0.3605, atom 6 (N): 0.0363, atom 7 (C): -0.2403, atom 8 (O): 0.0254, atom 9 (F): -0.0110, atom 10 (C): -0.1603, atom 11 (O): 0.0677, atom 12 (F): 0.0327, atom 13 (C): -0.1481, atom 14 (C): -0.1421, atom 15 (C): -0.2361, atom 16 (C): -0.5184, atom 17 (Cl): 0.4428, atom 18 (C): -0.1708, atom 19 (S): 0.7723, atom 20 (C): -0.1342, atom 21 (O): -0.3535, atom 22 (O): -0.3967, atom 23 (N): -0.3456, atom 24 (I): 1.1477, atom 25 (C): -0.3257, atom 26 (F): 0.0432, atom 27 (O): -0.0023, atom 28 (C): -0.2275, atom 29 (O): -0.0235, atom 30 (C): -0.0662, atom 31 (C): 0.0146, atom 32 (C): -0.0419, atom 33 (C): -0.0389, atom 34 (C): -0.0490, atom 35 (C): -0.0290, atom 36 (H): 0.1034, atom 37 (H): 0.0428, atom 38 (H): 0.0924, atom 39 (H): 0.0560, atom 40 (H): 0.0804, atom 41 (H): 0.0321, atom 42 (H): 0.0567, atom 43 (H): 0.0796, atom 44 (H): 0.1827, atom 45 (H): 0.0988, atom 46 (H): 0.1011, atom 47 (H): 0.1240, atom 48 (H): 0.1152, atom 49 (H): 0.0937, atom 50 (H): 0.0777, atom 51 (H): 0.0950, atom 52 (H): 0.0762, atom 53 (H): 0.1339, atom 54 (H): 0.1100, atom 55 (H): 0.0920, atom 56 (H): 0.1025, atom 57 (H): 0.1040, atom 58 (H): 0.0845, atom 59 (C): -0.0877, atom 60 (C): -0.3163, atom 61 (O): -0.1268, atom 62 (H): 0.0725, atom 63 (H): 0.0810, atom 64 (H): 0.0795, atom 65 (H): 0.1061, atom 66 (H): 0.1155, atom 67 (H): 0.1018